Entry 1:
16
Properties=species:S:1:pos:R:3:forces:R:3:lowdin_spin:R:1 method="wB97M-V/def2-TZVPD" charge=+1 e_tot_ha=-329.15049 spin_multiplicity=3 largest_force_ev_per_a=9.4 homo_energy_ev="-10.18 / -16.05" relative_energy_ev=2.540 homo_lumo_gap_ev="5.36 / 10.09"
C -2.80767 0.35811 -0.13537 -0.9135 4.1978 0.8436 0.140
C 2.30297 -1.15869 0.39544 3.0161 -0.7823 -0.4258 0.003
C 1.39296 1.09055 0.18199 0.8279 1.5538 -2.1943 0.008
N -1.58144 -0.02777 0.42857 -5.1219 1.1894 5.8631 1.168
N 1.63783 -0.07133 -0.27961 -1.2504 -0.2330 -0.0267 0.009
F -0.78687 -0.82671 -0.58879 5.3266 -4.5034 -6.2877 0.531
H -2.67669 1.16364 -0.90539 0.4853 -1.2842 -0.2482 0.019
H -3.51820 -0.40762 -0.52936 0.8371 0.2354 0.6467 0.036
H -3.21330 1.10713 0.61458 -0.8803 -1.4354 -0.3627 0.029
H 1.65331 -1.98528 0.33632 -1.1934 -0.9264 0.4224 0.003
H 3.15299 -1.57525 -0.32203 -1.2367 1.3651 1.7036 0.000
H 2.63055 -0.96750 1.46140 -0.2694 0.0477 -1.5241 0.000
H 0.92682 1.91924 -0.46572 0.1567 -1.8170 1.0396 0.002
H 1.93106 1.44168 1.04493 -0.1082 -0.2353 0.5847 0.001
H 1.08672 -0.47889 -1.07869 0.2538 1.1161 0.4961 0.011
H -1.54830 -0.67506 1.25334 0.0703 1.5117 -0.5302 0.041

---

Entry 2:
110
Properties=species:S:1:pos:R:3:forces:R:3:mulliken_charge:R:1 method="wB97M-V/def2-TZVPD" charge=+2 e_tot_ha=-2730.96868 largest_force_ev_per_a=1.3 homo_energy_ev="-13.98 / -13.98" relative_energy_ev=0.000 homo_lumo_gap_ev="6.02 / 6.03"
Pd -0.75789 0.24760 0.43439 -1.0220 0.0353 -0.8601 -1.702
C -5.28363 -3.14291 -0.62213 -0.1115 -0.0985 -0.0438 -0.696
C -4.99223 -1.99229 0.09072 0.1712 0.1328 0.0589 -1.288
C -3.67741 -1.54868 0.15704 -0.3842 0.1765 0.1284 0.716
C -2.68168 -2.25700 -0.48359 0.7760 0.5250 0.1119 -0.336
C -2.96033 -3.40279 -1.20372 -0.0437 -0.3832 -0.2662 -0.849
C -4.27223 -3.84647 -1.26766 0.1498 0.0268 0.0014 -0.716
N -1.33248 -1.72244 -0.37715 -0.6982 -0.4820 0.8364 2.319
N -0.44111 -2.33469 -0.96453 0.9476 0.7664 -0.3392 -0.881
C 0.80428 -1.64244 -0.92087 -0.6792 -0.9295 0.0386 -0.890
C 1.90293 -2.25408 -1.48732 0.4997 -0.1584 -0.1835 -0.346
C 3.13261 -1.60183 -1.48182 -0.1988 -0.1859 -0.0405 -1.133
C 3.24305 -0.35074 -0.89796 0.0191 0.0708 0.0769 -1.116
C 2.13570 0.27416 -0.32256 0.0661 -0.1651 -0.0674 -0.783
C 0.92417 -0.38382 -0.33308 -0.2385 0.6235 -0.1683 2.419
H -6.30467 -3.49845 -0.67510 0.0301 0.0067 -0.0102 0.459
H -5.77837 -1.44617 0.59467 0.0201 -0.0002 -0.0081 0.501
H -3.42771 -0.65449 0.71436 -0.1376 -0.1609 -0.0754 0.287
H -2.16067 -3.93778 -1.69802 -0.0547 -0.0021 -0.0016 0.510
H -4.50738 -4.74481 -1.82262 0.0166 0.0140 0.0110 0.473
H 1.77714 -3.23516 -1.92829 0.0482 0.0320 -0.0077 0.562
H 3.99560 -2.07243 -1.93243 -0.0090 0.0049 0.0082 0.475
H 4.19775 0.16000 -0.88424 -0.0110 -0.0126 0.0055 0.576
H 2.25100 1.24275 0.14053 0.0472 -0.0741 -0.0521 0.367
C -4.57471 4.90042 -1.10476 0.0625 -0.0060 0.0345 -0.775
C -4.88988 3.40883 -1.13147 0.0372 -0.0114 0.0035 -0.797
C -3.65595 2.60786 -1.58369 0.0244 0.1150 0.0449 -0.490
C -2.34571 3.28359 -1.10942 -0.2370 -0.0858 -0.0843 0.715
C -2.60103 3.99320 0.22132 -0.0384 0.0841 -0.0771 0.377
C -3.51882 5.20289 -0.02459 -0.0207 -0.0675 -0.0245 -0.972
P -0.92055 2.14920 -1.13068 0.9512 0.2808 0.6280 -0.321
C 0.60966 3.14283 -0.92398 -0.0470 0.2794 -0.1974 1.310
C 0.99980 3.36529 0.54357 -0.0177 0.0767 -0.0073 0.099
C 2.27578 4.20026 0.58340 -0.0592 0.0672 -0.0275 -0.957
C 1.96406 5.64243 0.13600 0.0138 -0.0480 -0.0211 -0.960
C 0.75306 5.69898 -0.80719 0.0093 -0.0399 -0.0049 -0.724
C 0.68827 4.48008 -1.72758 0.0727 -0.0605 0.1237 -1.067
C -0.75517 1.36090 -2.76761 -0.1753 -0.0537 -0.1518 0.782
C -0.56393 2.34188 -3.94578 -0.0316 -0.1393 -0.0413 -0.679
C -0.83754 1.63031 -5.28578 0.0430 0.0086 0.0255 -0.870
C -0.44000 0.15678 -5.22256 -0.0465 0.0135 0.0431 -0.822
C -1.30310 -0.60412 -4.19144 0.0119 0.0444 -0.0127 -0.784
C -1.85542 0.34597 -3.12067 0.1647 0.0003 -0.0615 -0.920
H -5.47646 5.48500 -0.92875 0.0034 0.0059 0.0091 0.505
H -4.20417 5.20209 -2.08877 -0.0141 0.0004 -0.0046 0.304
H -5.72189 3.19579 -1.80163 -0.0146 -0.0096 0.0016 0.545
H -5.20515 3.08630 -0.13444 -0.0083 0.0109 -0.0106 0.200
H -3.65194 2.53833 -2.67178 0.0046 0.0011 0.0108 0.254
H -3.71743 1.58315 -1.19978 -0.0032 -0.0248 -0.0144 -0.182
H -2.04878 4.04391 -1.84116 -0.0661 0.0082 -0.0191 1.169
H -1.68761 4.31350 0.71515 0.0663 0.0241 0.0027 -0.277
H -3.08767 3.28822 0.89258 -0.0080 -0.0918 0.1365 -0.384
H -2.91448 6.06215 -0.32357 -0.0118 0.0051 0.0129 0.275
H -4.00522 5.47208 0.91477 0.0091 0.0054 -0.0070 0.516
H 1.36013 2.45900 -1.33282 0.0139 0.0512 -0.1060 0.733
H 1.12539 2.40607 1.04774 -0.0437 0.0261 0.0241 -1.441
H 0.21822 3.89153 1.09336 -0.0620 -0.0237 0.0271 0.467
H 3.01497 3.74809 -0.08748 0.0031 -0.0114 0.0261 0.361
H 2.71532 4.19440 1.58181 -0.0040 0.0064 -0.0044 0.330
H 2.83771 6.07032 -0.35694 0.0034 -0.0027 0.0050 0.359
H 1.76672 6.26307 1.01105 0.0044 0.0181 -0.0059 0.393
H 0.79674 6.60286 -1.41471 -0.0161 0.0132 0.0110 0.563
H -0.17392 5.76992 -0.22954 0.0147 -0.0105 -0.0119 -0.041
H 1.58728 4.45631 -2.34868 -0.0101 -0.0018 0.0100 0.519
H -0.14406 4.58802 -2.41991 -0.0079 0.0016 -0.0229 0.423
H 0.17026 0.78782 -2.63096 0.0440 0.0205 -0.0483 0.290
H 0.45766 2.72503 -3.93463 -0.0027 0.0265 0.0216 0.329
H -1.23135 3.20219 -3.84929 -0.0051 -0.0147 -0.0093 0.130
H -0.29109 2.14308 -6.07702 -0.0140 -0.0088 -0.0150 0.527
H -1.89621 1.70989 -5.54436 0.0052 -0.0034 0.0095 0.353
H 0.62022 0.08134 -4.96183 -0.0140 0.0110 0.0128 0.286
H -0.54312 -0.30065 -6.20557 0.0207 -0.0178 0.0031 0.495
H -0.70550 -1.38509 -3.71040 -0.0134 -0.0050 -0.0256 0.164
H -2.13425 -1.10617 -4.68832 -0.0097 -0.0010 0.0005 0.567
H -2.20329 -0.21341 -2.25000 -0.0152 -0.0149 0.0299 -0.352
H -2.72376 0.87734 -3.50896 0.0053 -0.0286 0.0152 0.625
C 4.39139 1.00469 3.54397 0.0058 -0.0193 -0.0105 -0.735
C 4.15524 -0.29125 3.08952 -0.0240 0.0432 -0.0123 -0.975
C 2.86901 -0.68074 2.76426 0.0161 0.1434 -0.0252 -0.373
C 1.79783 0.22066 2.90442 0.5447 0.2853 0.0096 0.950
C 2.05700 1.52915 3.34385 0.1236 -0.0882 -0.0017 -0.327
C 3.34896 1.91562 3.66671 -0.0244 -0.0388 -0.0298 -0.662
Si 0.11002 -0.33290 2.62658 -0.3038 -0.5851 0.8155 2.752
C -0.19912 -2.07540 3.06612 0.0778 -0.4661 -0.0752 0.764
C -1.32088 -2.79213 2.62706 0.0636 -0.0138 0.2415 -0.327
C -1.60268 -4.04956 3.12868 0.0245 -0.0060 0.0222 -0.728
C -0.77638 -4.61040 4.09707 -0.0251 0.0046 -0.0078 -0.649
C 0.32976 -3.91340 4.55924 0.0285 0.0560 -0.0196 -0.785
C 0.62866 -2.65928 4.04424 -0.0938 -0.0709 -0.1356 -0.595
C -1.22251 0.78296 3.25336 -0.2807 0.2967 -0.2007 0.819
C -2.42158 1.05400 2.58790 -0.0377 -0.0863 0.0105 0.496
C -3.44379 1.76576 3.19311 0.0530 0.0367 0.0156 -0.778
C -3.26998 2.23237 4.48844 -0.0284 0.0109 0.0421 -0.913
C -2.09019 1.97483 5.17200 0.0382 -0.0476 0.0077 -0.873
C -1.06961 1.25469 4.56490 -0.0488 0.1103 -0.0694 -0.477
H 5.39832 1.30510 3.80504 -0.0148 -0.0056 -0.0103 0.442
H 4.97540 -0.99131 2.99525 -0.0143 0.0236 -0.0012 0.501
H 2.69310 -1.68624 2.39681 -0.0103 0.0301 0.0190 0.672
H 1.24710 2.24272 3.44579 0.0112 -0.0155 -0.0065 0.367
H 3.54454 2.92027 4.01881 -0.0029 -0.0235 0.0046 0.542
H -1.99920 -2.36131 1.90953 -0.0374 0.0480 -0.0169 0.053
H -2.47113 -4.59142 2.77662 0.0059 0.0169 0.0058 0.523
H -1.00423 -5.58839 4.50116 0.0121 0.0101 -0.0216 0.426
H 0.96418 -4.34675 5.32153 -0.0095 0.0206 -0.0141 0.467
H 1.49637 -2.13309 4.41968 -0.0233 0.0012 0.0185 0.406
H -2.64037 0.66640 1.58116 0.1863 0.1307 0.1144 -1.055
H -4.37588 1.94507 2.67373 0.0131 0.0156 -0.0447 0.601
H -4.06375 2.78902 4.96953 0.0189 -0.0170 0.0055 0.444
H -1.96646 2.32584 6.18824 0.0031 -0.0082 -0.0179 0.472
H -0.16429 1.04521 5.12414 -0.0216 0.0226 -0.0209 0.475